No. 1
Computed, not measured: the molecule C4H10FN, with the ωB97M-V functional and the def2-TZVPD basis.

Geometry (Å):
1 C 1.092 -0.881 0.867
2 C 0.384 0.099 -0.028
3 C 0.221 1.602 0.531
4 C -1.013 -0.341 -0.547
5 H 1.263 -1.872 0.400
6 H 2.055 -0.530 1.191
7 H 0.472 -1.103 1.825
8 H -0.559 1.722 1.326
9 H 1.155 1.919 0.990
10 H -0.075 2.122 -0.359
11 H 0.704 0.481 -2.078
12 H 1.776 1.031 -1.210
13 H -0.808 -1.106 -1.268
14 H -1.425 0.627 -1.018
15 N 1.190 0.196 -1.267
16 F -1.888 -0.837 0.459

Computed properties:
**LUMO energy**: 0.95 eV
**Molar mass**: 91.13 g/mol
**ΔE to the lowest compared entry with this formula, charge and spin**: 12.60 kcal per mole
**HOMO energy**: -9.777 eV

Results of the natural (NBO) charge analysis, in e, for atoms 1 through 2:
1. C -0.62
2. C 0.08

No. 2
Computed, not measured: the molecule C4H10FN, with the ωB97M-V functional and the def2-TZVPD basis.

Geometry (Å):
1 C 0.868 1.205 0.628
2 C 0.715 0.023 -0.339
3 C -0.635 -0.647 -0.120
4 C -1.912 0.178 -0.258
5 H 1.879 1.650 0.572
6 H 0.954 0.770 1.642
7 H 0.098 1.916 0.658
8 H 0.608 0.479 -1.338
9 H 1.410 -1.752 0.347
10 H 2.166 -1.298 -0.982
11 H -0.728 -1.514 -0.862
12 H -1.951 1.119 0.237
13 H -2.643 -0.546 0.026
14 H -2.052 0.388 -1.284
15 N 1.781 -0.892 -0.148
16 F -0.559 -1.081 1.221

Computed properties:
**LUMO energy**: 1.07 eV
**Molar mass**: 91.13 g/mol
**ΔE to the lowest compared entry with this formula, charge and spin**: 8.35 kcal per mole
**HOMO energy**: -9.436 eV

Results of the natural (NBO) charge analysis, in e, for atoms 1 through 2:
1. C -0.62
2. C -0.09

No. 3
Computed, not measured: a structure of composition C4H10FN3, with the ωB97M-V functional and the def2-TZVPD basis.

Geometry (Å):
1 C -0.557 -1.268 1.266
2 C -0.179 -0.213 0.145
3 C -1.196 0.897 0.080
4 C 1.258 0.302 0.098
5 H -1.585 -1.450 1.230
6 H 0.084 -2.114 1.278
7 H -0.474 -0.884 2.355
8 H -1.574 -0.535 -1.725
9 H 0.606 -0.316 -2.071
10 H -0.924 1.487 -0.705
11 H -1.450 1.620 0.923
12 H 3.194 -0.306 -0.091
13 H 1.921 -1.889 0.194
14 H 2.617 1.461 0.400
15 N -0.336 -0.899 -1.293
16 N 2.192 -0.595 -0.438
17 N 1.562 1.604 0.387
18 F -2.479 0.427 -0.212

Computed properties:
**LUMO energy**: -0.10 eV
**Molar mass**: 119.14 g/mol
**ΔE to the lowest compared entry with this formula, charge and spin**: 141.64 kcal per mole
**HOMO energy**: -9.527 eV

Results of the natural (NBO) charge analysis, in e, for atoms 1 through 2:
1. C -0.61
2. C -0.02

No. 4
Computed, not measured: a structure of composition C4H10IrO6S, with the ωB97M-V functional and the def2-TZVPD basis.

Geometry (Å):
1 Ir 0.869 1.281 0.281
2 O 1.860 4.373 -1.258
3 S 1.426 3.084 -1.665
4 O 1.242 2.786 -3.040
5 O 0.114 2.683 -0.855
6 O 2.248 1.955 -0.961
7 C 0.323 -0.022 3.015
8 O 0.826 0.924 2.085
9 H -0.764 0.008 3.066
10 H 0.722 0.249 3.992
11 H 0.662 -1.023 2.746
12 C -1.479 -1.442 0.459
13 C -0.708 -0.901 -0.720
14 C -0.468 -1.970 -1.775
15 O 0.632 -0.460 -0.342
16 H -2.452 -1.790 0.110
17 H -1.663 -0.685 1.220
18 H -0.952 -2.287 0.904
19 H -1.213 -0.040 -1.165
20 H 0.061 -2.811 -1.323
21 H 0.126 -1.574 -2.596
22 H -1.413 -2.337 -2.178

Computed properties:
**LUMO energy (alpha / beta)**: -1.63 / -2.36 eV
**Molar mass**: 378.40 g/mol
**Multiplicity**: 2
**ΔE to the lowest compared entry with this formula, charge and spin**: 11.54 kcal per mole
**HOMO energy (alpha / beta)**: -10.200 / -10.281 eV

Results of the natural (NBO) charge analysis, in e, for atoms 1 through 2:
1. Ir 1.64
2. O -0.91